C13H16ClN3O2S | ωB97M-V with the def2-TZVPD basis set

```
36
Properties=species:S:1:pos:R:3:forces:R:3:nbo_charge:R:1
C -1.97864 0.83623 -3.37853 0.06 0.07 -0.04 -0.25
O -2.51648 0.15582 -2.27354 -0.10 -0.17 0.35 -0.55
C -1.60274 -0.11950 -1.23622 0.31 0.21 -0.06 0.40
C -1.67521 0.99613 -0.16076 -0.08 -0.45 -0.38 -0.51
C -0.96542 0.58022 1.06999 0.00 0.10 -0.01 0.35
N -1.51845 0.38022 2.22854 -0.97 0.52 -0.78 -0.28
N -0.58531 -0.06335 3.08649 0.86 -0.45 0.63 -0.32
C 0.53706 -0.15161 2.43065 -0.01 0.05 0.04 0.17
S 2.06248 -0.66200 3.07396 0.42 -0.14 0.20 0.26
C 1.53193 -0.93176 4.78643 -0.08 0.12 -0.37 -0.72
N 0.37177 0.25629 1.13043 -0.53 -0.09 0.78 -0.41
C 1.34166 0.29660 0.11459 0.47 0.07 -0.45 0.12
C 2.00998 -0.86684 -0.24992 -0.16 0.19 0.04 -0.20
C 2.95529 -0.83076 -1.25639 0.10 0.10 -0.08 -0.21
C 3.22808 0.36902 -1.89695 -0.17 -0.01 0.18 -0.04
Cl 4.40118 0.41376 -3.16204 0.14 0.00 -0.14 0.02
C 2.57233 1.53541 -1.53245 0.05 -0.07 -0.11 -0.24
C 1.63092 1.49887 -0.52157 -0.04 -0.19 0.14 -0.16
O -1.82446 -1.39102 -0.72388 0.11 0.05 -0.09 -0.53
C -3.10520 -1.60653 -0.14391 -0.04 0.05 0.04 -0.27
H -1.64418 1.84454 -3.10786 0.00 0.01 -0.07 0.16
H -1.13663 0.28682 -3.81459 -0.02 0.01 -0.01 0.17
H -2.78318 0.90897 -4.10745 0.10 0.07 -0.06 0.20
H -0.57889 -0.17004 -1.64304 -0.24 0.04 -0.01 0.16
H -2.71868 1.18219 0.09272 0.06 0.05 0.03 0.26
H -1.24574 1.90734 -0.58035 -0.10 0.04 -0.04 0.22
H 2.39975 -1.29303 5.32827 0.07 -0.02 0.00 0.23
H 0.73312 -1.66548 4.79221 -0.03 -0.02 0.11 0.24
H 1.17915 0.00816 5.19739 -0.03 -0.02 0.11 0.23
H 1.78002 -1.79401 0.25063 -0.06 -0.10 0.04 0.24
H 3.47612 -1.72902 -1.54665 0.06 -0.07 -0.05 0.23
H 2.80240 2.46349 -2.03122 0.04 0.07 -0.06 0.23
H 1.12849 2.40452 -0.21676 -0.05 0.06 0.06 0.22
H -3.18696 -2.68371 -0.01679 -0.09 0.04 0.04 0.20
H -3.18353 -1.11469 0.82943 -0.03 -0.04 -0.03 0.19
H -3.89202 -1.25124 -0.81085 -0.04 -0.07 0.03 0.19
```
Forces are in eV/Å.

The value obtained for the total energy is -45662.7866 eV. Its energy relative to the best compared isomer or geometry (same formula, charge and spin) is 43.43 kJ/mol. The value obtained for the orbital gap is 8.867 eV. The value obtained for the HOMO energy is -8.382 eV. Its LUMO energy is 0.5 eV.

***

C13H16ClNO4 | ωB97M-V with the def2-TZVPD basis set

```
35
Properties=species:S:1:pos:R:3:forces:R:3:nbo_charge:R:1
C 2.17583 -5.12658 0.81246 0.30 -0.12 -0.22 -0.26
O 1.21673 -4.15495 1.21790 -0.29 0.05 0.27 -0.50
C 1.17958 -3.03090 0.50756 -0.15 0.25 -0.01 0.79
O 1.89736 -2.78642 -0.42561 0.10 -0.08 -0.05 -0.60
C 0.12069 -2.07608 1.03705 -0.08 -0.04 -0.06 -0.33
N 0.05571 -0.89787 0.21681 0.37 -0.17 0.15 -0.61
C -1.03288 -0.61144 -0.53108 0.36 0.26 0.10 0.67
O -2.09018 -1.19565 -0.42684 -0.31 -0.13 -0.09 -0.63
C -0.78592 0.50822 -1.55764 -0.48 -0.17 -0.48 0.17
C -0.14727 -0.18093 -2.77189 0.01 0.20 0.26 -0.61
C -2.09125 1.19077 -1.96625 0.23 -0.10 0.19 -0.64
O 0.19188 1.44345 -1.10273 0.18 -0.16 -0.13 -0.51
C -0.00891 2.18564 0.02044 0.05 0.41 0.35 0.29
C -1.00479 1.97749 0.97055 0.05 -0.14 -0.27 -0.29
C -1.08153 2.79305 2.08675 0.13 0.18 0.05 -0.20
C -0.16582 3.81446 2.26419 -0.03 -0.15 -0.13 -0.07
Cl -0.26880 4.82875 3.66232 -0.01 0.13 0.18 0.00
C 0.83613 4.02971 1.32997 -0.10 -0.03 0.08 -0.23
C 0.90941 3.21962 0.21693 -0.15 -0.24 -0.13 -0.20
H 1.97419 -5.45219 -0.20955 0.02 0.01 0.09 0.20
H 2.07583 -5.95720 1.50560 -0.01 0.05 -0.03 0.20
H 3.18224 -4.70628 0.85691 -0.08 -0.06 0.00 0.20
H -0.86113 -2.55885 1.00611 0.17 0.02 0.10 0.26
H 0.35536 -1.82409 2.07705 -0.05 -0.12 -0.08 0.23
H 0.93394 -0.46288 -0.02873 -0.15 0.03 -0.03 0.42
H 0.75112 -0.71928 -2.47873 0.07 -0.07 0.01 0.23
H 0.12145 0.56853 -3.51179 -0.02 0.08 -0.06 0.22
H -0.85442 -0.88105 -3.20711 -0.07 -0.07 -0.03 0.23
H -1.95205 1.73065 -2.89921 0.06 0.05 -0.06 0.22
H -2.42014 1.89375 -1.20551 -0.09 0.03 0.02 0.22
H -2.85863 0.43254 -2.09497 -0.05 0.00 -0.02 0.24
H -1.72435 1.18216 0.86136 -0.10 -0.02 0.01 0.23
H -1.85670 2.62851 2.81847 -0.06 0.00 0.08 0.23
H 1.54864 4.82646 1.47311 0.06 0.08 0.03 0.23
H 1.67868 3.36888 -0.52392 0.09 0.02 -0.09 0.22
```
Forces are in eV/Å.

The value obtained for the total energy is -35944.0110 eV. Its energy relative to the best compared isomer or geometry (same formula, charge and spin) is 60.60 kJ/mol. The value obtained for the orbital gap is 9.224 eV. The value obtained for the HOMO energy is -8.569 eV. Its LUMO energy is 0.7 eV.

***

C13H16F16NO4P | ωB97M-V with the def2-TZVPD basis set

```
51
Properties=species:S:1:pos:R:3:forces:R:3:nbo_charge:R:1
F -5.53179 5.93259 -2.88053 0.00 -0.06 -0.09 -0.32
C -4.62246 5.89073 -1.88768 0.00 0.07 0.15 0.52
F -4.04542 7.11083 -1.79617 -0.01 0.00 0.00 -0.32
C -3.52958 4.85232 -2.15645 0.14 -0.06 -0.36 0.60
F -2.76553 5.24149 -3.19991 -0.08 0.01 0.01 -0.31
F -2.74350 4.89176 -1.04061 -0.03 -0.01 0.09 -0.33
C -3.94307 3.38387 -2.32199 0.06 -0.51 0.34 -0.14
O -4.09941 2.87312 -3.63689 0.14 0.54 -0.24 -0.51
C -5.25537 2.98800 -4.34898 0.01 -0.22 0.24 0.85
F -6.28730 3.40226 -3.59207 0.02 0.09 0.01 -0.32
F -5.56774 1.74901 -4.80233 -0.09 -0.07 0.00 -0.33
C -5.09243 3.85305 -5.60774 0.05 -0.01 -0.11 0.50
F -4.58967 5.06416 -5.30795 -0.05 0.04 0.07 -0.32
F -6.30792 4.02111 -6.17578 0.00 0.00 -0.02 -0.32
H -5.12817 5.66899 -0.94428 -0.01 -0.01 -0.01 0.14
H -3.10069 2.81915 -1.92607 0.00 0.02 0.02 0.25
H -4.79569 3.13706 -1.68901 -0.11 0.18 -0.07 0.21
H -4.42604 3.35270 -6.31268 -0.01 -0.01 0.01 0.15
F 2.81161 -5.76720 1.37558 0.10 -0.01 0.00 -0.32
C 2.04441 -4.74753 1.79415 -0.16 0.02 -0.01 0.52
F 1.48529 -4.16119 0.70844 -0.01 -0.01 0.01 -0.32
C 2.86084 -3.68781 2.53954 0.37 0.06 -0.12 0.60
F 3.69615 -3.05389 1.69521 -0.05 -0.06 -0.03 -0.31
F 1.92274 -2.76863 2.94286 -0.07 -0.13 0.16 -0.34
C 3.60963 -4.10073 3.81389 -0.11 0.05 0.62 -0.13
O 4.98525 -4.40559 3.71607 0.01 0.13 -0.59 -0.51
C 5.44755 -5.65086 3.38984 -0.08 0.01 0.29 0.85
F 4.47380 -6.57754 3.42433 -0.05 0.02 -0.09 -0.32
F 6.35843 -5.99156 4.32867 0.01 -0.07 0.06 -0.32
C 6.20100 -5.66533 2.05152 0.11 0.04 -0.05 0.50
F 5.44513 -5.14631 1.06642 -0.08 -0.04 0.00 -0.32
F 6.49649 -6.94531 1.74063 0.02 -0.01 -0.01 -0.32
H 1.24717 -5.13187 2.43599 0.01 -0.01 0.00 0.14
H 3.59108 -3.20495 4.43322 0.00 0.01 -0.02 0.23
H 3.06237 -4.86957 4.36089 -0.03 -0.10 -0.18 0.21
H 7.12203 -5.08653 2.14096 0.00 -0.01 0.01 0.15
N 2.17166 2.36816 0.01519 -0.69 -0.47 -0.07 -1.11
P 2.46544 0.64388 0.02701 0.91 0.32 0.29 0.73
C 1.42448 0.01784 1.43983 -0.29 -0.38 -0.38 -0.77
C 0.06084 -0.56810 1.09244 0.31 0.01 0.29 -0.08
O -0.70011 0.25975 0.19086 -0.09 -0.21 0.13 -0.50
C -1.33952 1.28261 0.75141 -0.23 0.36 -0.09 0.65
O -2.17504 1.91854 0.17703 0.07 0.00 -0.10 -0.57
H 2.12298 2.67401 0.98270 0.31 0.23 -0.09 0.37
H 1.26278 2.59351 -0.38228 0.07 0.08 -0.03 0.37
H 1.69054 0.26235 -1.08823 -0.28 0.10 0.11 -0.05
H 1.34814 0.80620 2.19552 0.01 0.05 -0.13 0.22
H 2.00126 -0.78648 1.89554 -0.01 0.09 0.06 0.25
H 0.17929 -1.52759 0.58685 -0.06 0.17 -0.06 0.21
H -0.51486 -0.74604 2.00784 -0.08 0.00 -0.14 0.18
H -1.02701 1.53151 1.77720 0.04 -0.22 0.12 0.10
```
Forces are in eV/Å.

The value obtained for the total energy is -76188.6333 eV. The value obtained for the orbital gap is 9.114 eV. The value obtained for the HOMO energy is -8.777 eV. Its LUMO energy is 0.3 eV.

***

Question: The highest LUMO belongs to which entry?
Answer: C13H16ClNO4

***

Copy entry 2 word for word.
C13H16ClNO4 | ωB97M-V with the def2-TZVPD basis set

```
35
Properties=species:S:1:pos:R:3:forces:R:3:nbo_charge:R:1
C 2.17583 -5.12658 0.81246 0.30 -0.12 -0.22 -0.26
O 1.21673 -4.15495 1.21790 -0.29 0.05 0.27 -0.50
C 1.17958 -3.03090 0.50756 -0.15 0.25 -0.01 0.79
O 1.89736 -2.78642 -0.42561 0.10 -0.08 -0.05 -0.60
C 0.12069 -2.07608 1.03705 -0.08 -0.04 -0.06 -0.33
N 0.05571 -0.89787 0.21681 0.37 -0.17 0.15 -0.61
C -1.03288 -0.61144 -0.53108 0.36 0.26 0.10 0.67
O -2.09018 -1.19565 -0.42684 -0.31 -0.13 -0.09 -0.63
C -0.78592 0.50822 -1.55764 -0.48 -0.17 -0.48 0.17
C -0.14727 -0.18093 -2.77189 0.01 0.20 0.26 -0.61
C -2.09125 1.19077 -1.96625 0.23 -0.10 0.19 -0.64
O 0.19188 1.44345 -1.10273 0.18 -0.16 -0.13 -0.51
C -0.00891 2.18564 0.02044 0.05 0.41 0.35 0.29
C -1.00479 1.97749 0.97055 0.05 -0.14 -0.27 -0.29
C -1.08153 2.79305 2.08675 0.13 0.18 0.05 -0.20
C -0.16582 3.81446 2.26419 -0.03 -0.15 -0.13 -0.07
Cl -0.26880 4.82875 3.66232 -0.01 0.13 0.18 0.00
C 0.83613 4.02971 1.32997 -0.10 -0.03 0.08 -0.23
C 0.90941 3.21962 0.21693 -0.15 -0.24 -0.13 -0.20
H 1.97419 -5.45219 -0.20955 0.02 0.01 0.09 0.20
H 2.07583 -5.95720 1.50560 -0.01 0.05 -0.03 0.20
H 3.18224 -4.70628 0.85691 -0.08 -0.06 0.00 0.20
H -0.86113 -2.55885 1.00611 0.17 0.02 0.10 0.26
H 0.35536 -1.82409 2.07705 -0.05 -0.12 -0.08 0.23
H 0.93394 -0.46288 -0.02873 -0.15 0.03 -0.03 0.42
H 0.75112 -0.71928 -2.47873 0.07 -0.07 0.01 0.23
H 0.12145 0.56853 -3.51179 -0.02 0.08 -0.06 0.22
H -0.85442 -0.88105 -3.20711 -0.07 -0.07 -0.03 0.23
H -1.95205 1.73065 -2.89921 0.06 0.05 -0.06 0.22
H -2.42014 1.89375 -1.20551 -0.09 0.03 0.02 0.22
H -2.85863 0.43254 -2.09497 -0.05 0.00 -0.02 0.24
H -1.72435 1.18216 0.86136 -0.10 -0.02 0.01 0.23
H -1.85670 2.62851 2.81847 -0.06 0.00 0.08 0.23
H 1.54864 4.82646 1.47311 0.06 0.08 0.03 0.23
H 1.67868 3.36888 -0.52392 0.09 0.02 -0.09 0.22
```
Forces are in eV/Å.

The value obtained for the total energy is -35944.0110 eV. Its energy relative to the best compared isomer or geometry (same formula, charge and spin) is 60.60 kJ/mol. The value obtained for the orbital gap is 9.224 eV. The value obtained for the HOMO energy is -8.569 eV. Its LUMO energy is 0.7 eV.